This record from the Open Molecules 2025 dataset describes 2 unconnected molecules or ions with the total composition C7H7Cl2N at a distorted geometry. The level of theory is ωB97M-V with the def2-TZVPD basis set.

Calculated values
⟨S²⟩ = 2.028
E = -33898.0493 eV
2S+1 = 3
total charge = 0
lowest unoccupied orbital energy (spin up / spin down) = 0.63 / -3.36 eV
orbital gap (spin up / spin down) = 6.65 / 6.26 eV

Structure (XYZ):
```
17
Properties=species:S:1:pos:R:3:forces:R:3:mulliken_spin:R:1
C -0.935919 -0.145747 2.232235 0.5 0.4 7.5 0.436
C -0.696559 -0.223399 -1.326382 0.0 0.4 -3.3 0.584
C -0.927715 -0.300192 1.066701 -2.6 -0.1 -9.8 0.083
C 0.707157 -0.077204 -1.559888 0.2 -2.3 5.4 -0.008
C 1.435895 0.319416 -0.262231 1.7 -0.2 -2.6 0.075
C 1.833151 -0.804690 -0.768796 -1.0 -0.6 -0.1 0.103
C 1.416534 1.432072 0.637396 1.6 2.5 0.7 0.010
N -1.359342 -0.319194 -0.224097 1.6 -1.4 8.2 0.587
Cl -4.078357 -1.433333 -0.625001 -0.6 -0.2 0.0 0.024
Cl 2.659670 -2.351390 -0.603786 -0.4 1.2 0.0 0.054
H -0.825990 -0.174888 3.321015 -0.2 0.1 -1.1 -0.023
H -1.401928 -0.136198 -2.090244 -0.5 0.4 -1.9 0.069
H 0.920867 0.271084 -2.453471 1.2 1.7 -4.3 0.009
H -2.903910 -1.235662 -0.120355 0.2 0.0 -0.2 -0.006
H 1.426946 0.895874 1.540550 0.1 0.2 2.0 0.009
H 0.502310 1.983615 0.556037 -0.7 0.1 0.0 -0.005
H 2.227187 2.299828 0.680309 -1.1 -2.3 -0.6 -0.002
```
Forces are in eV/Å.


This record from the Open Molecules 2025 dataset describes a gas-phase ion, C8H14NO (charge +1) at a distorted geometry. The level of theory is ωB97M-V with the def2-TZVPD basis set.

Calculated values
energy above the lowest of the compared OMol25 structures with the same formula, charge and spin = 431.0 kJ/mol
E = -12049.8196 eV
total charge = +1
lowest unoccupied orbital energy (spin up / spin down) = -4.74 / -4.74 eV
orbital gap (spin up / spin down) = 9.41 / 9.41 eV

Structure (XYZ):
```
24
Properties=species:S:1:pos:R:3:forces:R:3:mulliken_charge:R:1
C -0.608687 -2.517784 1.501780 -0.8 1.5 -1.0 0.166
C -0.899641 -1.384192 1.192875 1.5 -1.2 1.7 -1.058
C 1.310761 0.342867 1.137537 1.1 0.0 -0.1 -0.677
C 1.344602 0.177770 -0.471660 0.8 -1.8 1.6 0.434
C -0.901404 0.012449 1.178896 -2.3 3.5 -2.5 1.272
C 2.143417 1.194832 -1.239104 -2.4 -0.4 -1.6 -1.563
C -2.227734 0.771951 1.006036 -0.4 -0.1 0.0 -1.229
C -0.783648 -0.816639 -1.579296 0.6 -1.3 0.4 -0.869
N -0.043392 0.197881 -0.780503 -1.6 -0.6 -1.3 -0.196
O 0.042139 0.872033 1.495133 0.6 -1.3 1.1 -0.366
H -0.455200 -3.547340 1.528143 0.2 -1.1 0.4 0.478
H 1.383090 -0.656249 1.544721 0.1 -0.2 0.1 0.318
H 2.105524 0.923897 1.613501 -0.3 0.3 -0.4 0.426
H 1.774190 -0.854128 -0.531002 -0.5 0.8 -0.6 0.287
H 1.657434 1.466572 -2.200370 0.0 -0.3 0.5 0.322
H 3.099096 0.951666 -1.532255 2.2 -1.0 -0.1 0.412
H 2.162208 2.051601 -0.683675 0.3 2.5 1.4 0.478
H -3.084008 0.202308 0.516004 1.6 0.7 -0.1 0.321
H -1.944196 1.780160 0.602453 -0.7 -1.1 -0.1 0.366
H -2.721096 0.997143 1.952083 0.5 -0.1 0.5 0.411
H -1.793728 -0.590618 -1.297229 -0.8 -0.2 -0.4 0.315
H -0.701019 -0.859637 -2.685613 0.4 0.5 0.7 0.310
H -0.583819 -1.872195 -1.183682 0.0 1.6 -0.5 0.268
H -0.274890 1.155652 -1.084775 -0.3 -0.7 0.2 0.373
```
Forces are in eV/Å.


This record from the Open Molecules 2025 dataset describes a molecular structure, C34H44N4P2RuS at a distorted geometry. The level of theory is ωB97M-V with the def2-TZVPD basis set.

Calculated values
⟨S²⟩ = 0.945
E = -73901.7268 eV
2S+1 = 2
total charge = +3
lowest unoccupied orbital energy (spin up / spin down) = -8.33 / -11.76 eV
orbital gap (spin up / spin down) = 7.30 / 4.15 eV

Structure (XYZ):
```
86
Properties=species:S:1:pos:R:3:forces:R:3:mulliken_spin:R:1
Ru 0.196560 -0.249119 -0.323187 -0.8 0.1 2.9 -0.038
C -0.373664 -1.335187 2.748298 0.4 0.0 0.3 -0.002
C 1.108588 -0.901051 2.597455 -0.1 -0.4 0.1 0.004
N 1.267821 0.283014 1.750015 0.1 0.1 -1.8 -0.028
C 0.783309 1.540322 2.342283 -0.4 0.5 -0.2 -0.004
C 0.039453 2.422738 1.322378 0.4 0.0 0.3 -0.004
N -0.911227 1.697514 0.464021 0.5 -0.7 -1.5 -0.020
C -2.225355 1.384879 1.044928 -0.3 -0.4 0.3 -0.005
C -2.138451 0.291253 2.113856 -0.2 0.6 -0.3 0.002
N -1.247904 -0.804680 1.691081 0.6 -0.4 -1.2 -0.006
H -0.741950 -1.024544 3.729451 -0.1 -0.1 -0.1 0.000
H -0.401102 -2.426130 2.725440 -0.1 0.1 0.1 0.000
H 1.681470 -1.712135 2.131765 -0.1 0.2 0.1 0.004
H 1.533268 -0.729599 3.594539 0.0 0.0 -0.1 -0.001
H 2.260747 0.385372 1.527682 -0.3 0.0 0.0 0.000
H 1.622465 2.138254 2.713448 -0.1 -0.2 0.1 -0.001
H 0.145818 1.307322 3.193404 0.1 0.0 0.0 0.001
H 0.783067 2.874810 0.657416 -0.2 -0.1 0.1 0.002
H -0.470895 3.229682 1.863210 0.1 0.0 -0.1 0.001
H -1.089838 2.291531 -0.348190 0.1 -0.1 0.2 0.001
H -2.868711 1.042129 0.226749 0.1 0.1 0.1 0.002
H -2.685093 2.278525 1.490799 0.1 -0.1 -0.1 -0.001
H -3.151379 -0.082350 2.292693 0.1 0.0 0.1 0.000
H -1.787966 0.724671 3.049613 0.0 -0.2 0.0 0.000
H -1.840568 -1.554088 1.338754 0.2 0.1 0.1 0.001
C 6.585066 -1.668777 -6.312771 0.3 0.2 0.4 -0.027
S 6.273929 -1.969573 -4.573701 -0.5 -0.4 -0.6 0.905
C 4.782013 -3.020401 -4.621970 0.3 0.0 -0.2 -0.033
C 3.507956 -2.266170 -4.249204 0.0 0.5 0.3 0.064
C 3.627907 -1.637849 -2.854949 -0.3 -0.2 -0.3 0.053
N 2.327503 -1.312142 -2.280588 0.2 0.5 -0.2 -0.001
P 1.639361 -2.232994 -0.998196 -1.5 0.7 -1.0 0.032
C 2.246703 -3.930164 -1.268348 -0.1 0.3 0.5 0.008
C 3.168697 -4.492163 -0.388107 0.0 0.1 0.0 0.006
C 3.585972 -5.800255 -0.573661 0.1 -0.1 0.0 0.000
C 3.075540 -6.547179 -1.624516 0.1 0.0 0.0 -0.001
C 2.154780 -5.987688 -2.498740 -0.1 0.0 -0.2 -0.001
C 1.731380 -4.684055 -2.323932 0.1 0.1 0.0 0.002
C -0.108725 -2.340966 -1.623139 0.3 -0.2 0.0 -0.080
C -1.072696 -2.933868 -0.786176 0.0 -0.1 -0.3 0.022
C -2.345857 -3.192587 -1.273140 0.1 0.0 0.2 -0.016
C -2.674519 -2.862724 -2.580883 0.2 0.1 -0.1 0.023
C -1.727138 -2.282674 -3.416161 -0.2 0.0 0.0 -0.011
C -0.457469 -2.015316 -2.943965 0.1 0.0 0.2 0.068
P 1.637243 0.284700 -2.312791 1.4 -0.6 2.1 0.004
C 2.080463 0.854058 -3.983994 -0.8 0.1 0.2 0.000
C 3.340351 1.399291 -4.234522 -0.1 -0.1 0.2 0.015
C 3.697195 1.725935 -5.529711 0.1 -0.1 0.0 -0.005
C 2.798429 1.542562 -6.569835 -0.1 0.0 0.0 0.000
C 1.531660 1.038428 -6.317326 0.0 0.0 -0.1 0.000
C 1.166779 0.697323 -5.026417 0.0 0.0 0.1 -0.003
C 2.738104 1.264847 -1.230294 0.2 0.3 -0.4 0.006
C 3.693798 0.688149 -0.391009 -0.1 0.0 -0.5 0.005
C 4.530227 1.499535 0.357401 0.0 0.1 0.1 -0.001
C 4.392929 2.880404 0.307432 -0.1 0.0 0.0 0.002
C 3.410009 3.455793 -0.488415 0.1 0.0 0.1 -0.002
C 2.584828 2.655948 -1.257936 0.2 -0.5 -0.1 0.001
H 7.425066 -0.981745 -6.380898 0.0 0.0 0.0 -0.003
H 5.702398 -1.236097 -6.779273 -0.2 0.0 0.0 0.035
H 6.842964 -2.606437 -6.803737 0.0 -0.2 0.0 0.044
H 4.955933 -3.816800 -3.898194 0.2 0.0 0.1 0.036
H 4.699370 -3.456811 -5.614491 0.2 0.0 -0.1 -0.012
H 2.686594 -2.985385 -4.249601 0.1 -0.1 -0.1 -0.005
H 3.284955 -1.498307 -4.991218 -0.1 0.0 -0.1 -0.021
H 4.248009 -0.740782 -2.913074 0.0 0.0 0.1 -0.036
H 4.131611 -2.349373 -2.195265 0.1 0.0 0.1 0.000
H 3.557892 -3.913480 0.438409 0.0 0.0 0.1 0.001
H 4.298815 -6.241320 0.106743 0.0 0.0 0.1 0.000
H 3.386366 -7.571309 -1.762453 0.0 -0.1 0.0 0.000
H 1.751833 -6.570338 -3.315510 0.0 -0.1 0.0 0.000
H 1.000802 -4.256317 -2.996016 -0.1 0.0 0.0 0.000
H -0.777302 -3.274420 0.202627 -0.1 0.1 0.0 0.003
H -3.080376 -3.670888 -0.643231 -0.1 -0.1 0.1 0.000
H -3.661018 -3.072813 -2.960252 -0.1 -0.1 0.0 0.000
H -1.972112 -2.056764 -4.442889 -0.1 0.0 -0.1 0.000
H 0.298578 -1.619561 -3.613085 -0.1 -0.1 0.0 0.009
H 4.030883 1.584655 -3.424009 0.0 0.0 0.1 0.002
H 4.675767 2.137179 -5.723705 0.1 0.1 0.0 0.000
H 3.074865 1.817123 -7.574809 0.0 0.0 -0.1 0.000
H 0.826736 0.920188 -7.126080 -0.1 0.0 -0.1 0.000
H 0.167430 0.331618 -4.827726 0.0 0.0 0.0 0.000
H 3.810533 -0.391242 -0.352564 0.0 0.1 0.0 0.003
H 5.301693 1.054008 0.965770 0.1 0.0 0.1 0.000
H 5.054591 3.509161 0.883616 0.1 0.0 0.0 0.000
H 3.300228 4.528281 -0.519335 0.0 0.1 0.0 0.000
H 1.850739 3.099278 -1.918923 0.0 0.1 0.0 -0.001
```
Forces are in eV/Å.


This record from the Open Molecules 2025 dataset describes C2H5NP2 in the gas phase at a distorted geometry. The level of theory is ωB97M-V with the def2-TZVPD basis set.

Calculated values
structure (SMILES) = [H]/P=C/P=N/C
energy above the lowest of the compared OMol25 structures with the same formula, charge and spin = 192.0 kJ/mol
E = -22219.5960 eV
total charge = 0
lowest unoccupied orbital energy = -0.97 eV
orbital gap = 7.67 eV

Structure (XYZ):
```
10
Properties=species:S:1:pos:R:3:forces:R:3:mulliken_charge:R:1
C 0.739402 1.264311 0.798887 2.5 1.8 2.3 -0.207
C -1.171189 -1.622877 -1.096641 0.9 3.9 0.5 -0.725
N -0.434602 -0.574023 -0.420434 0.2 -0.2 0.3 -0.171
P 1.686030 2.689066 1.060002 -0.4 -1.4 0.1 -0.022
P 0.430265 0.659409 -0.825444 -0.9 -0.7 -0.4 -0.105
H 0.725217 0.628946 1.707966 -0.5 0.0 -1.0 0.307
H -1.318627 -2.374216 -0.449296 -0.2 -3.0 2.2 0.306
H -0.767670 -1.902863 -1.995805 0.8 -0.9 -2.4 0.307
H -2.104506 -1.153489 -1.187634 -1.7 0.3 -0.8 0.282
H 2.215680 2.385737 2.408399 -0.8 0.2 -0.8 0.029
```
Forces are in eV/Å.